ORCA calculation (ωB97M-V with the def2-TZVPD basis set) on 2 unconnected molecules or ions with the total composition C3H5PS at a distorted geometry.

The geometry in XYZ format:
```
10
Properties=species:S:1:pos:R:3:mulliken_charge:R:1
H -2.630 0.081 0.220 0.175
H -0.747 -2.245 -0.516 0.334
P 3.182 -0.025 1.112 0.009
H 0.307 -0.130 1.594 0.438
C -0.417 -0.332 0.839 -0.581
C -1.504 0.079 -0.153 -0.423
C -0.747 -1.233 -0.107 -0.128
S 2.778 0.909 -0.597 -0.142
H 1.541 1.345 -0.542 0.160
H -1.312 0.918 -0.918 0.157
```

Properties
Molecular weight, Da: 104.11
Kohn-Sham gap (alpha / beta), eV: 6.75 / 6.74
Strongest force on any atom, eV/Å: 4.3
Electronic energy, Ha: -856.6630
Energy above the lowest of the compared OMol25 structures with the same formula, charge and spin, kJ/mol: 402.7



ORCA calculation (ωB97M-V with the def2-TZVPD basis set) on C3H6BClO2 in the gas phase at a distorted geometry.

The geometry in XYZ format:
```
13
Properties=species:S:1:pos:R:3:mulliken_charge:R:1
H -1.509 0.563 0.109 0.330
H -1.053 2.471 1.606 0.261
O 1.717 -1.721 -1.313 -0.660
C -0.333 2.142 0.876 -0.609
C -0.579 1.116 0.050 -0.156
B 0.762 -1.249 -0.376 0.525
H 1.311 -1.988 -2.139 0.266
O -0.549 -1.846 -0.388 -0.674
H -0.493 -2.796 -0.488 0.271
Cl 1.573 1.406 -1.479 -0.035
H 1.341 -1.378 0.798 -0.127
H 0.634 2.619 0.903 0.224
C 0.396 0.489 -0.775 0.382
```

Properties
Molecular weight, Da: 120.34
Kohn-Sham gap (alpha / beta), eV: 6.90 / 6.90
Strongest force on any atom, eV/Å: 2.7
Electronic energy, Ha: -753.3830
Energy above the lowest of the compared OMol25 structures with the same formula, charge and spin, kJ/mol: 360.8



ORCA calculation (ωB97M-V with the def2-TZVPD basis set) on C3H6BClO3 in the gas phase at a distorted geometry.

The geometry in XYZ format:
```
14
Properties=species:S:1:pos:R:3:mulliken_charge:R:1
H -1.478 -3.343 -0.191 0.242
H 0.387 3.136 0.299 0.266
H -0.993 -0.056 -1.129 0.392
H 1.792 2.114 -0.135 0.263
B -0.538 -1.670 0.278 0.544
Cl 1.165 0.475 1.736 -0.188
O 0.198 2.470 -1.415 -0.495
C 0.302 0.905 0.366 0.439
H -0.112 -3.036 1.576 0.270
H 0.331 1.664 -1.896 0.297
O -0.073 -2.104 1.454 -0.501
O -1.236 -2.562 -0.562 -0.539
C -0.469 -0.188 -0.212 -0.614
C 0.725 2.194 -0.169 -0.376
```

Properties
Structure (SMILES): OC/C(Cl)=C/B(O)O
Molecular weight, Da: 136.34
Kohn-Sham gap, eV: 9.46
Strongest force on any atom, eV/Å: 6.4
Electronic energy, Ha: -828.7232
Energy above the lowest of the compared OMol25 structures with the same formula, charge and spin, kJ/mol: 100.7



ORCA calculation (ωB97M-V with the def2-TZVPD basis set) on a molecular structure, C3H6Br2N2 at a distorted geometry.

The geometry in XYZ format:
```
13
Properties=species:S:1:pos:R:3:mulliken_charge:R:1
C -0.264 -1.259 0.135 -0.434
H -0.134 1.317 1.208 0.427
H -2.037 -0.004 0.188 0.353
H -0.872 -2.127 -0.162 0.288
H -0.126 -1.294 1.225 0.420
H -0.883 2.114 -0.194 0.286
N 0.926 1.319 -0.639 -0.314
H -1.160 -0.007 -1.358 0.316
C -1.050 -0.003 -0.275 -0.620
C -0.266 1.261 0.121 -0.438
N 0.926 -1.319 -0.635 -0.313
Br 2.473 -1.579 0.191 0.014
Br 2.467 1.582 0.194 0.015
```

Properties
Molecular weight, Da: 229.90
Kohn-Sham gap (alpha / beta), eV: 8.46 / 8.46
Strongest force on any atom, eV/Å: 1.6
Electronic energy, Ha: -5375.2771
Energy above the lowest of the compared OMol25 structures with the same formula, charge and spin, kJ/mol: 136.9



ORCA calculation (ωB97M-V with the def2-TZVPD basis set) on a gas-phase ion, C3H6Br2NS (charge +1) at a distorted geometry.

The geometry in XYZ format:
```
13
Properties=species:S:1:pos:R:3:mulliken_charge:R:1
H -1.405 0.215 1.913 0.416
H -0.081 0.843 -1.717 0.365
C 1.651 0.060 0.165 0.070
Br 2.859 -1.424 -0.309 0.027
H -0.144 -1.214 -1.846 0.330
H -2.090 0.084 -0.459 0.378
Br 2.177 1.747 -0.377 0.069
H -0.809 1.445 1.175 0.445
C -0.724 0.383 1.131 -0.664
H -1.001 -1.356 0.074 0.431
C -0.138 -0.240 -1.234 -0.777
N -1.146 -0.286 -0.175 -0.160
S 0.849 -0.257 1.660 0.070
```

Properties
Molecular weight, Da: 247.96
Kohn-Sham gap (alpha / beta), eV: 8.71 / 8.70
Strongest force on any atom, eV/Å: 4.0
Electronic energy, Ha: -5718.4897
Total charge: +1
Energy above the lowest of the compared OMol25 structures with the same formula, charge and spin, kJ/mol: 224.9



ORCA calculation (ωB97M-V with the def2-TZVPD basis set) on a molecular structure, C3H6Br2O at a distorted geometry.

The geometry in XYZ format:
```
12
Properties=species:S:1:pos:R:3:mulliken_charge:R:1
H 1.316 0.935 1.637 0.335
H 0.583 2.284 -0.566 0.314
O 0.418 0.660 1.819 -0.456
Br 0.844 -2.431 0.874 -0.037
C 0.129 1.256 -0.499 -0.892
C -0.393 0.845 0.762 -0.078
H 0.989 0.629 -0.919 0.254
Br 0.185 -1.781 -2.204 -0.170
H -1.481 -2.330 -0.090 0.395
C -0.508 -1.896 -0.263 -0.409
H -1.468 0.741 0.806 0.446
H -0.614 1.087 -1.358 0.296
```

Properties
Molecular weight, Da: 217.89
Kohn-Sham gap (alpha / beta), eV: 6.50 / 8.65
Strongest force on any atom, eV/Å: 4.2
Electronic energy, Ha: -5341.0221
Energy above the lowest of the compared OMol25 structures with the same formula, charge and spin, kJ/mol: 368.1



ORCA calculation (ωB97M-V with the def2-TZVPD basis set) on 3 unconnected molecules or ions with the total composition C3H6Br3P at a distorted geometry.

The geometry in XYZ format:
```
13
Properties=species:S:1:pos:R:3:mulliken_charge:R:1
H 1.666 -0.448 -0.729 0.118
C -0.210 0.488 -0.714 -0.201
Br -1.267 -1.583 2.666 -0.175
C 0.131 1.542 -0.025 -0.843
Br -3.388 -1.516 0.037 -0.129
P -2.229 -0.097 1.245 0.274
H -1.056 0.505 -1.303 0.599
Br 4.394 0.157 0.918 0.006
H -0.325 2.456 -0.236 0.304
H 1.023 1.819 0.614 0.198
H 0.406 -1.296 0.085 0.176
C 0.544 -0.771 -0.804 -0.628
H 0.311 -1.257 -1.756 0.302
```

Properties
Molecular weight, Da: 312.77
Kohn-Sham gap (alpha / beta), eV: 8.29 / 4.06
Strongest force on any atom, eV/Å: 3.4
Electronic energy, Ha: -8181.2068
Energy above the lowest of the compared OMol25 structures with the same formula, charge and spin, kJ/mol: 293.5



ORCA calculation (ωB97M-V with the def2-TZVPD basis set) on a molecular structure, C3H6BrClIN at a distorted geometry.

The geometry in XYZ format:
```
13
Properties=species:S:1:pos:R:3:mulliken_charge:R:1
Cl 2.176 1.637 2.061 -0.077
H 0.183 0.096 2.063 0.353
H -0.402 -0.202 -1.328 0.302
H 0.342 1.344 -1.862 0.394
C 0.094 -0.144 1.054 -0.800
C 0.444 0.411 -1.316 -0.972
Br 2.714 2.278 -0.811 -0.035
H 0.671 -1.204 1.069 0.217
N 0.737 0.650 0.137 0.010
H 1.311 0.001 -1.983 0.367
H -0.880 -0.444 0.714 0.283
C 1.848 1.258 0.507 0.512
I 3.248 -1.634 0.516 -0.554
```

Properties
Molecular weight, Da: 298.35
Kohn-Sham gap, eV: 6.51
Strongest force on any atom, eV/Å: 5.1
Electronic energy, Ha: -3504.4887
Energy above the lowest of the compared OMol25 structures with the same formula, charge and spin, kJ/mol: 80.8



ORCA calculation (ωB97M-V with the def2-TZVPD basis set) on 2 unconnected molecules or ions with the total composition C3H6BrI at a distorted geometry.

The geometry in XYZ format:
```
11
Properties=species:S:1:pos:R:3:mulliken_charge:R:1
H -0.972 0.057 -1.319 0.598
H 0.805 -1.068 -1.253 0.316
H 1.338 0.206 0.033 0.271
H 1.004 -1.564 0.464 0.331
C -1.193 -0.058 -0.324 -0.848
H -0.626 1.715 0.703 0.342
H -1.730 0.607 1.681 0.404
C 0.886 -0.813 -0.197 -0.817
Br -3.061 2.026 -0.097 -0.162
I -2.481 -1.741 0.002 0.089
C -1.457 1.014 0.704 -0.525
```

Properties
Molecular weight, Da: 248.89
Kohn-Sham gap, eV: 8.85
Strongest force on any atom, eV/Å: 6.7
Electronic energy, Ha: -2989.5043
Energy above the lowest of the compared OMol25 structures with the same formula, charge and spin, kJ/mol: 291.3



ORCA calculation (ωB97M-V with the def2-TZVPD basis set) on a molecular structure, C3H6BrN2S at a distorted geometry.

The geometry in XYZ format:
```
13
Properties=species:S:1:pos:R:3:mulliken_charge:R:1
N -0.241 -3.010 -0.049 -0.676
H -0.147 3.490 0.583 0.417
N 1.248 1.885 0.442 -0.387
H -1.794 1.295 0.575 0.395
C 1.207 0.625 0.002 0.474
Br 2.762 -0.491 0.035 0.031
H -0.611 -3.409 -0.841 0.224
H -1.598 2.068 -0.923 0.406
C -0.990 1.582 -0.169 -0.545
H -0.560 -3.565 0.768 0.221
C 0.083 2.501 0.256 0.015
S -0.196 -0.125 -0.520 0.180
H 0.837 -2.846 -0.159 0.246
```

Properties
Molecular weight, Da: 182.07
Kohn-Sham gap, eV: 6.97
Strongest force on any atom, eV/Å: 4.0
Electronic energy, Ha: -3199.2944
Total charge: +1
Energy above the lowest of the compared OMol25 structures with the same formula, charge and spin, kJ/mol: 216.6